A single C3H5NS molecule in a non-equilibrium geometry. Source: the Open Molecules 2025 dataset; level of theory: the ωB97M-V functional and the def2-TZVPD basis.

Calculated values
HOMO energy   -8.76 eV
SMILES string   S=CN1CC1
HOMO-LUMO gap   9.136 eV
Relative energy (zero: lowest compared OMol25 entry of this formula, charge and spin)   172.8 kJ/mol
Total energy   -570.16873 a.u.

Each line ends with the natural charge from an NBO analysis.
Geometry (Å):
C 0.1770 -0.3119 -1.0498  -0.257
C 0.1041 1.3793 0.7715  -0.131
H -1.2569 -1.7458 -0.0228  0.205
H 0.3703 -1.4734 0.8793  0.209
S -0.2059 1.6493 2.2660  0.022
H 1.2482 -0.1844 -1.2541  0.198
C -0.3336 -1.0523 0.1734  -0.218
H 0.8237 1.7659 0.1034  0.182
N -0.4915 0.3492 0.0449  -0.409
H -0.4354 -0.3759 -1.9118  0.199